# 1
DFT (wB97M-V/def2-TZVPD) results for a structure of composition C2H7N3S.

E_HOMO = -0.3210 Ha
ΔE to the lowest compared entry with this formula, charge and spin = 125.9 kcal/mol
total energy = -642.65208 Ha
M = 105.2 g/mol
HOMO-LUMO gap = 9.17 eV

```
! wB97M-V def2-TZVPD RIJCOSX def2/J DEFGRID3
* xyz 0 1
C -1.636 -0.274 0.498
C 1.389 -0.006 -0.170
H -1.578 0.985 0.608
H -0.776 -0.882 1.632
H -2.938 -0.675 0.584
H -0.959 0.184 -1.358
H 0.989 -1.733 -0.913
H 0.173 1.450 0.240
H 1.994 1.740 -0.012
N -0.965 -0.579 -0.760
N 0.352 -0.955 -0.165
N 1.035 1.289 -0.255
S 2.921 -0.543 0.074
*
```

natural (NBO) population analysis, charges in e, atoms 1 to 6:
1 C -0.4517
2 C 0.2296
3 H 0.1494
4 H 0.2542
5 H 0.2313
6 H 0.3599

# 2
DFT (wB97M-V/def2-TZVPD) results for a cluster of 3 separate species, C26H52FN2O2P in total.

<S²> = 3.01
E_HOMO (alpha / beta) = -0.2787 / -0.2937 Ha
total energy = -1722.64393 Ha
M = 474.7 g/mol
HOMO-LUMO gap (alpha / beta) = 7.49 / 7.88 eV

```
! wB97M-V def2-TZVPD RIJCOSX def2/J DEFGRID3
* xyz 0 3
C 0.312 2.629 -1.525
C -0.399 1.926 -2.515
C 0.061 0.556 -3.160
P 0.336 -0.860 -1.873
C -1.075 -0.274 -0.776
C -1.042 -0.114 0.678
C 0.769 -2.334 -0.746
C 2.224 -2.921 -1.136
C 3.361 -2.109 -0.345
F 2.254 -4.254 -0.557
H 1.319 2.195 -1.214
H -0.102 3.550 -1.003
H -1.359 2.396 -2.912
H -0.661 0.230 -3.990
H 1.063 0.718 -3.700
H 1.708 -0.442 -1.806
H -0.010 -1.804 -2.926
H -2.048 0.026 -1.300
H -0.663 0.802 1.223
H -1.358 -0.992 1.333
H 0.855 -2.074 0.364
H 0.028 -3.193 -0.881
H 2.407 -2.930 -2.253
H 3.179 -0.980 -0.366
H 3.375 -2.391 0.760
H 4.370 -2.265 -0.850
C -5.990 -5.679 -1.548
C -4.716 -4.808 -1.445
C -4.045 -5.058 -0.080
C -4.816 -4.428 1.076
C -5.035 -2.941 0.829
C -5.676 -2.626 -0.537
N -5.040 -3.367 -1.668
O -3.885 -2.736 -1.963
C -7.189 -2.940 -0.500
C -5.637 -1.089 -0.736
C -3.809 -5.377 -2.563
H -5.727 -6.740 -1.597
H -6.655 -5.596 -0.691
H -6.559 -5.444 -2.451
H -3.025 -4.655 -0.083
H -3.944 -6.134 0.098
H -5.774 -4.937 1.224
H -4.255 -4.568 2.005
H -5.653 -2.532 1.636
H -4.064 -2.438 0.907
H -7.632 -2.860 -1.497
H -7.718 -2.231 0.144
H -7.426 -3.922 -0.095
H -4.625 -0.683 -0.670
H -6.220 -0.584 0.038
H -6.059 -0.807 -1.705
H -4.255 -5.214 -3.549
H -3.670 -6.454 -2.440
H -2.810 -4.937 -2.564
C 4.695 2.778 3.226
C 4.512 3.058 1.716
C 5.891 3.337 1.086
C 6.449 4.701 1.479
C 5.454 5.805 1.148
C 4.044 5.565 1.726
N 3.546 4.176 1.497
O 3.130 4.103 0.215
C 4.031 5.876 3.241
C 3.099 6.642 1.134
C 3.972 1.712 1.170
H 5.228 1.835 3.380
H 5.292 3.524 3.746
H 3.730 2.692 3.732
H 5.821 3.288 -0.007
H 6.603 2.558 1.379
H 6.704 4.721 2.544
H 7.386 4.878 0.943
H 5.848 6.762 1.508
H 5.395 5.894 0.057
H 3.083 5.575 3.694
H 4.146 6.949 3.419
H 4.843 5.408 3.793
H 3.086 6.634 0.042
H 3.422 7.644 1.429
H 2.074 6.506 1.492
H 2.991 1.483 1.597
H 4.644 0.890 1.433
H 3.884 1.700 0.082
*
```

Löwdin population analysis, charges in e, atoms 1 to 6:
1 C -0.0369
2 C -0.2485
3 C -0.3850
4 P 0.7543
5 C -0.2780
6 C -0.0636

# 3
DFT (wB97M-V/def2-TZVPD) results for an isolated molecule of C5H12S2.

E_HOMO = -0.3057 Ha
SMILES = CCCSSCC
ΔE to the lowest compared entry with this formula, charge and spin = 18.6 kcal/mol
total energy = -994.04759 Ha
M = 136.3 g/mol
HOMO-LUMO gap = 9.16 eV

```
! wB97M-V def2-TZVPD RIJCOSX def2/J DEFGRID3
* xyz 0 1
C -2.845 -0.156 -0.715
C -2.537 1.324 -1.104
C -1.502 -0.847 -0.380
S -0.575 -0.139 0.967
S 1.153 -1.219 0.989
C 2.514 0.011 0.439
C 3.701 -0.112 1.421
H -3.244 -0.556 -1.654
H -3.562 -0.391 0.059
H -1.503 1.602 -0.844
H -3.087 2.104 -0.571
H -2.625 1.422 -2.188
H -1.779 -1.860 -0.044
H -0.823 -1.128 -1.190
H 2.788 -0.550 -0.449
H 2.082 0.984 0.314
H 4.456 0.659 1.265
H 3.995 -1.133 1.219
H 3.395 -0.014 2.466
*
```

natural (NBO) population analysis, charges in e, atoms 1 to 6:
1 C -0.4152
2 C -0.6276
3 C -0.5613
4 S 0.0956
5 S 0.0213
6 C -0.4675

# 4
DFT (wB97M-V/def2-TZVPD) results for a cluster of 15 separate species, C23H72BN32O20 in total.

E_HOMO = -0.4021 Ha
total energy = -4201.91934 Ha
M = 1127.8 g/mol
HOMO-LUMO gap = 7.18 eV

```
! wB97M-V def2-TZVPD RIJCOSX def2/J DEFGRID3
* xyz 1 1
C 6.069 -1.296 -0.074
C 5.203 -0.414 0.888
O 4.597 -0.987 1.728
O 5.212 0.964 0.755
C 3.945 1.450 0.257
C 3.806 1.092 -1.265
C 2.455 0.395 -1.670
C 1.290 1.387 -2.013
O 1.649 2.351 -3.027
C 1.599 1.715 -4.186
N 1.500 1.186 -5.181
N 0.668 2.005 -0.830
C 0.503 1.038 0.156
N 0.295 1.377 1.400
N 0.561 -0.324 -0.204
C 1.939 -0.687 -0.674
O 1.791 -1.915 -1.371
B 1.587 -3.016 -0.517
O 1.369 -2.946 0.847
O 1.580 -4.281 -1.150
H 5.531 -2.214 -0.374
H 6.372 -0.679 -0.945
H 6.997 -1.573 0.472
H 4.015 2.556 0.380
H 3.095 1.119 0.893
H 3.842 2.060 -1.827
H 4.659 0.501 -1.662
H 2.659 -0.131 -2.635
H 0.498 0.740 -2.473
H 1.174 2.836 -0.512
H 0.517 2.328 1.679
H -0.157 0.688 2.010
H -0.124 -0.569 -0.927
H 2.582 -0.842 0.217
H 0.451 -2.656 1.017
H 2.339 -4.776 -0.795
C 0.760 5.971 -5.662
O 0.664 6.569 -6.713
N 0.597 6.577 -4.449
N 1.042 4.633 -5.598
H 0.674 6.093 -3.575
H 0.389 7.560 -4.451
H 1.171 4.148 -6.469
H 1.125 4.128 -4.738
C -2.264 0.821 -4.433
O -1.694 0.263 -3.495
N -3.572 0.622 -4.724
N -1.611 1.683 -5.259
H -4.040 1.073 -5.490
H -4.093 -0.019 -4.134
H -0.642 1.835 -5.063
H -2.041 2.156 -6.033
C -2.746 1.021 4.247
O -2.367 -0.091 3.881
N -3.398 1.240 5.403
N -2.522 2.135 3.487
H -3.702 2.152 5.698
H -3.584 0.435 5.998
H -2.040 1.998 2.620
H -2.813 3.059 3.750
C -2.616 5.499 6.270
O -2.884 4.432 6.809
N -3.493 6.153 5.461
N -1.418 6.121 6.433
H -3.286 7.027 5.015
H -4.392 5.728 5.316
H -0.742 5.670 7.024
H -1.183 6.994 5.999
C 7.282 2.859 3.318
O 6.377 3.661 3.147
N 7.588 1.896 2.402
N 8.062 2.855 4.434
H 8.327 1.230 2.525
H 7.033 1.869 1.566
H 7.869 3.549 5.133
H 8.808 2.202 4.584
C -1.159 1.615 10.073
O -0.422 0.943 10.774
N -1.416 1.315 8.770
N -1.798 2.732 10.530
H -2.022 1.861 8.185
H -0.971 0.500 8.389
H -1.641 2.993 11.486
H -2.406 3.291 9.960
C -2.523 -2.344 -0.046
O -1.321 -2.091 0.081
N -3.488 -1.414 0.131
N -2.972 -3.579 -0.375
H -4.466 -1.609 0.029
H -3.197 -0.486 0.377
H -2.285 -4.300 -0.515
H -3.944 -3.801 -0.481
C 3.034 -3.490 -5.186
O 3.266 -4.676 -5.385
N 3.259 -2.529 -6.122
N 2.526 -3.026 -4.015
H 3.071 -1.555 -5.970
H 3.631 -2.825 -7.007
H 2.334 -3.700 -3.290
H 2.328 -2.060 -3.846
C 0.227 -4.323 -8.643
O -0.769 -3.746 -9.052
N 0.765 -5.403 -9.276
N 0.890 -3.936 -7.517
H 1.582 -5.884 -8.950
H 0.307 -5.722 -10.111
H 0.526 -3.143 -7.020
H 1.709 -4.402 -7.168
C -2.064 7.080 10.495
O -3.063 7.622 10.058
N -1.456 6.037 9.857
N -1.464 7.464 11.657
H -0.632 5.580 10.204
H -1.868 5.722 8.996
H -1.880 8.229 12.159
H -0.642 7.025 12.026
C -2.714 -2.156 6.833
O -3.230 -1.063 7.038
N -3.068 -3.270 7.527
N -1.749 -2.346 5.898
H -2.656 -4.171 7.372
H -3.779 -3.170 8.229
H -1.466 -1.545 5.358
H -1.321 -3.235 5.721
C 3.072 -8.376 -3.163
O 2.776 -9.405 -2.583
N 2.206 -7.707 -3.973
N 4.305 -7.796 -3.055
H 2.446 -6.857 -4.453
H 1.287 -8.094 -4.085
H 4.979 -8.254 -2.469
H 4.559 -6.949 -3.530
C -4.569 -1.876 -7.959
O -5.596 -1.224 -8.067
N -4.199 -2.827 -8.860
N -3.701 -1.706 -6.922
H -3.356 -3.367 -8.780
H -4.811 -2.984 -9.641
H -3.937 -1.010 -6.234
H -2.854 -2.233 -6.819
C -5.715 -2.252 -3.210
O -4.772 -1.486 -3.038
N -6.982 -1.818 -3.432
N -5.568 -3.604 -3.192
H -7.760 -2.436 -3.574
H -7.134 -0.826 -3.453
H -4.645 -3.966 -3.034
H -6.328 -4.243 -3.332
*
```

Löwdin population analysis, charges in e, atoms 1 to 6:
1 C 0.0309
2 C -0.5090
3 O 0.1503
4 O -0.0594
5 C -0.1396
6 C -0.0608

# 5
DFT (wB97M-V/def2-TZVPD) results for the ion C6H16N2 with charge -1.

<S²> = 0.75
E_HOMO (alpha / beta) = 0.0519 / -0.1879 Ha
ΔE to the lowest compared entry with this formula, charge and spin = 74.1 kcal/mol
total energy = -347.54032 Ha
M = 116.2 g/mol
HOMO-LUMO gap (alpha / beta) = 2.48 / 8.98 eV

```
! wB97M-V def2-TZVPD RIJCOSX def2/J DEFGRID3
* xyz -1 2
C 0.084 0.190 -2.910
N -0.337 1.126 -1.725
C 2.132 -0.965 -0.158
C 1.498 0.432 -0.373
C -0.035 0.326 -0.507
C -0.855 0.678 0.764
N -1.251 -0.657 1.574
C -1.869 -0.420 2.857
H 0.842 -0.619 -2.688
H -0.767 -0.282 -3.123
H 0.479 1.004 -3.617
H -1.367 1.346 -1.742
H 3.171 -0.964 -0.302
H 1.887 -1.267 0.937
H 1.686 -1.665 -0.997
H 1.805 0.997 0.561
H 1.750 1.180 -1.162
H -0.207 -0.725 -0.770
H -1.772 1.308 0.729
H -0.349 1.358 1.482
H -0.471 -1.208 1.641
H -0.955 -0.369 3.458
H -2.585 -1.300 3.099
H -2.516 0.498 2.971
*
```

natural (NBO) population analysis, charges in e, atoms 1 to 6:
1 C -0.4973
2 N -0.6466
3 C -1.0352
4 C -0.4910
5 C -0.1096
6 C -0.2676

# 6
DFT (wB97M-V/def2-TZVPD) results for a structure of composition C7H12HfN3.

E_HOMO = -0.4850 Ha
total energy = -485.86424 Ha
M = 316.7 g/mol
HOMO-LUMO gap = 8.98 eV

```
! wB97M-V def2-TZVPD RIJCOSX def2/J DEFGRID3
* xyz 1 1
C -2.580 1.285 -2.688
Hf -1.421 0.374 -0.978
N -2.617 0.802 0.911
H -0.339 -0.427 -1.944
H -1.833 -1.179 -0.538
H -2.293 0.731 -3.564
H -2.355 2.368 -2.889
H -3.670 1.240 -2.622
H -2.291 1.379 1.700
H -2.855 -0.106 1.327
H -3.518 1.202 0.627
N 2.362 -3.409 3.084
C 2.236 -2.503 2.366
C 2.124 -1.383 1.481
C 3.229 -0.635 1.032
C 3.033 0.414 0.160
C 1.746 0.741 -0.261
N 0.667 0.039 0.213
C 0.831 -1.031 1.033
H 4.220 -0.902 1.410
H 3.862 1.012 -0.203
H 1.544 1.575 -0.967
H -0.084 -1.586 1.310
*
```

natural (NBO) population analysis, charges in e, atoms 1 to 6:
1 C -1.3288
2 Hf 2.1212
3 N -1.1585
4 H -0.4299
5 H -0.3862
6 H 0.2644